{
  "formula": "C6H15O5PS",
  "method": "the ωB97M-V functional and the def2-TZVPD basis",
  "multiplicity": 1,
  "energy_ev": -36824.42763,
  "charge": 0,
  "largest_force_ha_per_bohr": 0.068,
  "e_lumo_ha": 0.0256,
  "species": ["C", "S", "O", "O", "C", "O", "P", "O", "O", "C", "C", "C", "C", "H", "H", "H", "H", "H", "H", "H", "H", "H", "H", "H", "H", "H", "H", "H"],
  "coordinates": [[-2.181484, 1.975107, 0.535784], [-2.305410, 0.303208, 0.519870], [-2.807565, -0.419353, 1.664455], [-2.928395, -0.329481, -0.988296], [-2.829084, -1.793453, -0.857565], [-0.752413, -0.099546, 0.460536], [0.367291, 0.327577, -0.707010], [-0.156034, 0.268625, -2.034702], [0.954511, 1.722792, -0.144950], [1.046026, 2.286256, 1.159934], [1.612371, -1.022279, -0.402579], [1.736862, -1.085034, 1.127738], [2.820321, -0.636286, -1.318744], [-1.743090, 2.103537, -0.459494], [-3.180961, 2.334976, 0.633238], [-1.966613, -2.073697, -0.162630], [-2.850284, -2.297615, -1.763779], [-3.773372, -2.230168, -0.453956], [0.198959, 1.885721, 1.742900], [0.846033, 3.342350, 1.002925], [2.045805, 2.134998, 1.548658], [1.129736, -1.923763, -0.849706], [0.840606, -0.735609, 1.530140], [1.965337, -2.047134, 1.417802], [2.499449, -0.492455, 1.503958], [2.460324, 0.133381, -2.009960], [3.272086, -1.406811, -1.953878], [3.678996, -0.225849, -0.740693]],
  "forces_ev_per_angstrom": [[-0.25, -2.12, -0.49], [0.13, 1.04, -0.20], [-0.15, 0.44, -1.45], [1.42, -0.84, 3.04], [-0.68, 0.05, 2.67], [-0.52, -0.28, -0.96], [1.77, -0.68, 2.95], [-0.88, 0.85, -2.13], [-0.30, -1.50, -1.78], [-1.22, -0.06, -0.11], [-0.74, 1.03, -0.82], [0.29, -0.04, -2.21], [0.57, 0.49, 0.57], [-0.03, 0.70, -0.02], [-0.70, 0.67, 0.05], [-1.16, 0.14, -1.33], [1.01, -0.18, -2.23], [0.57, 0.81, 0.55], [0.74, 0.15, 0.24], [0.16, 0.13, 0.22], [-0.03, -0.18, 0.28], [0.17, 0.57, 0.60], [-1.20, -0.03, 1.13], [0.21, -2.22, 0.88], [1.64, 1.41, 0.46], [0.43, -0.04, -0.04], [-0.53, -0.29, 0.36], [-0.72, -0.05, -0.22]]
}